The following is a DFT calculation (wB97M-V/def2-TZVPD) of C30H32BCeN4O4 as an isolated structure in a non-equilibrium geometry.

Values from the calculation:
2S+1: 2
charge: +2
HOMO-LUMO gap (alpha / beta): 5.92 / 5.92 eV
LUMO energy (alpha / beta): -6.4 / -6.4 eV

XYZ file:
```
72
Properties=species:S:1:pos:R:3:lowdin_charge:R:1
Ce -1.17 0.72 0.21 1.4516
C 4.49 2.61 3.32 -0.0267
C 3.49 2.29 2.24 -0.2353
C 3.70 1.27 1.34 0.0474
C 2.78 1.04 0.29 -0.1080
C 3.03 0.23 -0.84 0.0311
N 3.65 -0.92 -0.93 0.1044
C 3.88 -1.88 0.16 -0.1210
C 2.58 -2.58 0.58 -0.1184
C 1.93 -3.45 -0.51 -0.1179
N 0.96 -2.69 -1.29 0.0836
C 0.73 -2.76 -2.58 0.0327
C -0.23 -2.00 -3.29 -0.1015
C -0.40 -2.23 -4.67 0.0385
C -1.30 -1.52 -5.42 -0.2421
C -1.53 -1.81 -6.88 -0.0281
C -1.99 -0.48 -4.79 0.0596
C -1.86 -0.18 -3.44 -0.0866
C -2.59 0.98 -2.93 -0.0400
N -2.56 1.47 -1.75 -0.0646
C -3.38 2.67 -1.50 -0.1792
C -2.57 3.91 -1.08 -0.1355
C -2.13 3.98 0.40 -0.1698
N -0.97 3.13 0.62 -0.0841
C 0.11 3.59 1.11 -0.0312
C 1.33 2.79 1.19 -0.0987
C 2.32 3.05 2.13 0.0681
C 1.56 1.77 0.21 -0.3167
O 0.71 1.46 -0.71 -0.1912
C -1.03 -1.00 -2.63 -0.2384
O -0.99 -0.88 -1.35 -0.2192
H 5.42 2.06 3.17 0.0844
H 4.09 2.36 4.30 0.0961
H 4.73 3.68 3.32 0.0932
H 4.63 0.72 1.38 0.1264
H 2.64 0.62 -1.78 0.1633
H 3.84 -1.26 -1.87 0.1661
H 4.32 -1.38 1.02 0.1151
H 4.60 -2.61 -0.20 0.1365
H 1.86 -1.85 0.94 0.1126
H 2.83 -3.22 1.43 0.1329
H 1.41 -4.28 -0.04 0.1407
H 2.68 -3.87 -1.19 0.1325
H 0.30 -2.10 -0.78 0.1263
H 1.36 -3.44 -3.14 0.1563
H 0.21 -3.00 -5.14 0.1332
H -0.99 -2.70 -7.20 0.0849
H -1.21 -0.97 -7.50 0.0938
H -2.59 -1.96 -7.07 0.0936
H -2.65 0.13 -5.39 0.1398
H -3.20 1.47 -3.69 0.1410
H -4.10 2.43 -0.71 0.1317
H -3.94 2.93 -2.40 0.1222
H -3.20 4.78 -1.26 0.1263
H -1.69 4.01 -1.72 0.1280
H -2.94 3.64 1.04 0.1346
H -1.90 5.02 0.66 0.1289
H 0.16 4.62 1.48 0.1551
H 2.17 3.87 2.83 0.1441
O -1.90 0.10 3.23 0.0608
B -1.12 -0.64 2.30 -0.5607
O -1.07 -1.96 2.76 0.0882
C -1.78 -2.02 3.94 -0.2160
C -2.03 -3.11 4.75 0.0110
C -2.80 -2.89 5.88 -0.0717
C -3.31 -1.62 6.17 -0.0728
C -3.06 -0.53 5.35 0.0112
C -2.29 -0.77 4.23 -0.2155
H -1.63 -4.09 4.51 0.1215
H -3.03 -3.71 6.54 0.1099
H -3.91 -1.49 7.06 0.1099
H -3.45 0.45 5.58 0.1219
```